Density functional theory data (the ωB97M-V functional and the def2-TZVPD basis) for a molecular structure, C2H2FORb in a non-equilibrium geometry.

As for the HOMO energy: -7.45 eV. The frontier orbital gap is 0.24907 Ha. The energy above the lowest of the compared OMol25 structures with the same formula, charge and spin is 248.4 kJ/mol.

Cartesian coordinates (Å):
F -2.01 1.70 1.50
O -0.93 0.03 0.65
Rb 0.17 1.57 3.15
C 0.24 -0.59 -0.30
C 0.72 -0.99 -1.41
H 1.36 -1.79 -1.78
H 0.46 0.06 -1.81

Here are the Löwdin charges for atoms 1 to 5, given in e:
1. F -0.806
2. O -0.297
3. Rb 0.937
4. C -0.033
5. C -0.003


Density functional theory data (the ωB97M-V functional and the def2-TZVPD basis) for a molecular structure, C2H2FOSr in a non-equilibrium geometry.

As for the HOMO energy (spin up / spin down): -5.67 / -8.16 eV. The frontier orbital gap (spin up / spin down) is 0.20046 / 0.27878 Ha. Its expectation value of S² is 0.75. The energy above the lowest of the compared OMol25 structures with the same formula, charge and spin is 0.0 kJ/mol. Its multiplicity is 2.

Cartesian coordinates (Å):
C -0.35 0.18 -0.15
C 0.27 1.23 0.25
O -0.97 -0.61 -0.82
H 1.25 1.18 0.73
H -0.13 -2.71 -0.29
Sr -0.71 3.53 -0.06
F 0.64 -2.80 0.34

Here are the natural (NBO) charges for atoms 1 to 5, given in e:
1. C 0.614
2. C -1.194
3. O -0.615
4. H 0.253
5. H 0.578


Density functional theory data (the ωB97M-V functional and the def2-TZVPD basis) for a molecular structure, C2H2FOTb in a non-equilibrium geometry.

As for the charge: +1. As for the HOMO energy (spin up / spin down): -12.54 / -12.57 eV. The frontier orbital gap (spin up / spin down) is 0.28948 / 0.23772 Ha. Its expectation value of S² is 15.79. The energy above the lowest of the compared OMol25 structures with the same formula, charge and spin is 0.0 kJ/mol. Its multiplicity is 8.

Cartesian coordinates (Å):
C 0.10 -0.29 0.17
C -0.31 0.81 0.69
O 0.39 -1.41 -0.14
H -0.70 1.63 0.10
H 0.48 -1.74 -2.78
Tb -0.21 1.15 3.13
F 0.22 -0.97 -3.30

Here are the Löwdin charges for atoms 1 to 5, given in e:
1. C -0.396
2. C -0.358
3. O 0.096
4. H 0.017
5. H 0.111


Density functional theory data (the ωB97M-V functional and the def2-TZVPD basis) for a molecular structure, C2H2FeO2 in a non-equilibrium geometry.

As for the charge: +1. As for the HOMO energy (spin up / spin down): -14.77 / -14.74 eV. The frontier orbital gap (spin up / spin down) is 0.30984 / 0.29191 Ha. Its expectation value of S² is 8.78. The energy above the lowest of the compared OMol25 structures with the same formula, charge and spin is 434.9 kJ/mol. Its multiplicity is 6.

Cartesian coordinates (Å):
C 0.15 -0.26 0.92
C -0.18 -1.41 0.61
O -0.22 -0.04 -2.40
Fe 0.24 1.50 -1.47
H -0.49 -2.43 0.74
O 0.32 0.98 0.46
H 0.16 1.65 1.15

Here are the natural (NBO) charges for atoms 1 to 5, given in e:
1. C 0.177
2. C -0.141
3. O -0.514
4. Fe 1.442
5. H 0.273


Density functional theory data (the ωB97M-V functional and the def2-TZVPD basis) for a molecular structure, C2H2HgLiO2 in a non-equilibrium geometry.

As for the HOMO energy (spin up / spin down): -6.39 / -8.36 eV. The frontier orbital gap (spin up / spin down) is 0.22004 / 0.27659 Ha. Its expectation value of S² is 0.76. The energy above the lowest of the compared OMol25 structures with the same formula, charge and spin is 4.2 kJ/mol. Its multiplicity is 2.

Cartesian coordinates (Å):
O 0.45 -0.35 1.79
O -1.79 0.23 -0.45
C -0.83 0.28 -1.21
C 0.28 0.27 -1.80
Hg 1.51 -0.18 0.19
Li -1.31 -0.16 1.60
H 0.90 -0.51 2.62
H 0.79 0.43 -2.74

Here are the natural (NBO) charges for atoms 1 to 5, given in e:
1. O -1.367
2. O -0.758
3. C 0.477
4. C -0.824
5. Hg 0.765


Density functional theory data (the ωB97M-V functional and the def2-TZVPD basis) for a molecular structure, C2H2HgO2 in a non-equilibrium geometry.

As for the HOMO energy (spin up / spin down): -8.48 / -8.48 eV. The frontier orbital gap (spin up / spin down) is 0.23533 / 0.23529 Ha. The energy above the lowest of the compared OMol25 structures with the same formula, charge and spin is 227.3 kJ/mol.

Cartesian coordinates (Å):
C 0.44 0.91 0.01
C 0.51 0.33 -1.12
O -0.52 -1.63 -0.76
Hg -0.95 -1.45 0.98
H 0.94 0.47 -2.11
O -0.15 0.36 1.15
H -0.28 1.01 1.85

Here are the natural (NBO) charges for atoms 1 to 5, given in e:
1. C 0.024
2. C -0.113
3. O -1.115
4. Hg 1.298
5. H 0.228